ORCA calculation (ωB97M-V/def2-TZVPD) on a cluster of 2 separate species, C3H5NO2 in total at a distorted geometry.

Properties
SMILES	C=C=O.NC=O
F_max	1.00	eV Å⁻¹
frontier orbital gap	9.9	eV
ΔE to the lowest compared entry with this formula, charge and spin	139.21	kJ/mol
E_LUMO	0.875	eV

Geometry (Å):
O 0.50324 -1.04422 1.02611
O -0.95988 -2.09712 -1.01926
N 1.22121 0.85790 -0.01733
C 1.37230 -0.22334 0.77804
C -1.67364 0.17616 -0.33136
C -1.24151 -1.04753 -0.60548
H -2.41254 0.57568 -1.01179
H 2.37547 -0.32624 1.22053
H -1.49038 0.63958 0.62747
H 0.32699 0.99102 -0.48307
H 1.97874 1.49811 -0.18386